1.
ORCA calculation (ωB97M-V/def2-TZVPD) on a structure of composition C33H21Br3N4ORu.

## Properties
Lowest unoccupied orbital energy (alpha / beta) ... 2.317 / 0.813 eV
HOMO level (alpha / beta) ... -1.97 / -4.59 eV
E ... -255279.4468 eV
Total charge ... -1
M ... 830.3 g mol⁻¹
Spin multiplicity ... 6

Atoms and positions in Å:
Br -3.189 -5.189 1.068
N -0.585 -1.456 -0.136
C 3.845 -0.037 1.093
C -2.716 2.406 -0.341
C -6.188 -0.517 -0.692
H 5.476 -0.058 3.082
Br 5.619 -0.148 6.019
H -4.061 1.001 2.145
H -4.305 -0.990 -1.619
C 0.366 -0.012 -2.874
H 2.658 -0.262 6.285
H 0.808 -0.266 4.632
C -0.762 3.795 -0.207
H 2.245 0.253 -5.676
H 0.875 -2.824 -0.655
H -0.651 -0.091 -2.515
C 4.957 0.145 -1.605
C -1.920 1.258 -0.017
C 2.626 0.070 -2.304
C 2.864 -0.219 5.224
O 1.021 -0.167 2.133
C -4.803 -0.539 -0.769
C 3.416 -0.109 2.457
C -6.051 0.584 1.438
C 4.449 -0.106 3.423
C -4.030 0.013 0.249
C 4.397 0.256 -3.969
H -6.533 1.014 2.307
C 3.017 0.170 -3.667
H -3.775 2.292 -0.517
H 4.710 0.332 -5.002
H -6.778 -0.942 -1.494
C -0.046 2.648 0.068
N -0.558 1.420 0.134
H 6.381 0.304 -3.184
H -0.410 -4.831 -0.078
H -3.701 -2.276 0.978
H 5.726 0.137 -0.847
C -2.685 -2.415 0.636
C -2.542 -0.002 0.163
H -0.282 4.760 -0.250
C -2.139 3.630 -0.434
H 4.917 0.021 0.944
C 1.988 0.178 -4.626
N 3.067 -0.026 0.014
H -0.138 0.096 -4.944
H -7.896 0.052 0.479
C 0.669 0.089 -4.223
C 1.840 -0.221 4.307
C -4.665 0.575 1.353
C -1.927 -1.298 0.255
C 3.593 0.063 -1.262
N 1.318 -0.024 -1.931
C 2.057 -0.170 2.908
C 4.181 -0.159 4.763
Br -3.192 5.145 -0.866
C 5.326 0.240 -2.942
C -2.161 -3.678 0.567
C -6.815 0.042 0.414
C -0.845 -3.851 0.048
Ru 1.051 -0.093 0.087
H 1.023 2.716 0.248
C -0.137 -2.731 -0.275

And the natural (NBO) charges, in e, turn out to be: 0.0008 -0.5278 0.0228 -0.2496 -0.2181 0.2076 -0.0115 0.2168 0.2237 0.0169 0.2133 0.2148 -0.3326 0.2003 0.2030 0.2072 -0.3033 0.0543 0.2321 -0.2428 -0.7037 -0.2034 -0.1397 -0.2331 -0.2130 -0.0808 -0.3053 0.2097 -0.0736 0.2363 0.1977 0.2100 0.0777 -0.4805 0.1990 0.2190 0.2273 0.2017 -0.1988 0.1508 0.2275 -0.0646 0.1676 -0.2007 -0.4869 0.2104 0.2063 -0.2733 -0.2653 -0.1595 -0.0018 0.0624 -0.4607 0.3639 -0.1387 0.0292 -0.1880 -0.1848 -0.2094 -0.2824 1.0030 0.2062 0.0144

---

2.
ORCA calculation (ωB97M-V/def2-TZVPD) on a structure of composition C22H66N13O11P3 in a non-equilibrium geometry.

## Properties
Energy above the lowest of the compared OMol25 structures with the same formula, charge and spin ... 480.4 kcal per mole
Lowest unoccupied orbital energy ... -0.936 eV
HOMO level ... -7.77 eV
E ... -93614.7930 eV
Total charge ... 0
M ... 781.8 g mol⁻¹

Atoms and positions in Å:
C -3.452 -3.852 -0.223
H -6.958 2.775 -1.097
H 2.454 -5.747 -3.164
C -0.043 1.182 1.219
H 3.637 3.306 2.663
H -7.492 1.751 0.261
H 3.742 -1.330 -1.210
O 1.730 1.654 2.228
H -4.024 2.412 -2.940
N 2.838 -4.839 2.853
H -1.785 4.285 2.305
H 3.806 1.602 -5.898
H -4.419 -4.344 -0.123
C -6.272 3.545 1.599
H -2.137 1.381 2.027
H -7.176 3.075 1.986
P 0.873 -1.365 0.870
C 1.954 0.872 -0.750
C 3.456 2.631 3.500
C 3.813 0.748 -5.220
C 0.196 -1.612 3.527
H 2.911 3.238 4.223
P 3.857 1.605 -2.630
H 1.302 0.054 -1.055
C 3.678 4.061 -1.268
O -3.628 -1.581 -0.321
O 2.516 0.476 3.824
H -5.520 3.691 2.375
C 4.068 -0.392 -0.762
C 1.829 0.447 -3.992
N 2.164 -5.100 -1.273
O -3.948 4.365 -0.985
C -3.478 1.646 -2.389
H 1.573 1.821 -1.127
C 3.078 -5.190 -2.466
O 2.702 -6.032 2.778
H -1.000 -4.106 1.584
H -0.796 1.968 1.262
H 2.098 0.868 0.331
H 2.563 -0.626 3.829
C -3.652 0.297 -0.334
N -5.658 2.752 0.594
H -2.771 2.495 3.212
H 3.192 -4.146 -2.758
C 2.573 -1.421 3.083
H 4.415 2.153 3.700
H 1.315 2.818 -3.339
H -6.187 1.212 -0.791
H 0.508 1.065 2.152
H 1.605 -4.638 1.135
C 1.868 3.591 -2.804
H 2.264 -3.028 1.659
H 3.696 5.103 -1.586
H 1.454 0.524 -5.012
O 2.598 -4.351 -0.385
N -3.703 1.696 -0.930
C -6.631 2.087 -0.317
H -0.108 -2.624 3.794
H -3.910 1.497 2.256
H 1.117 -3.594 2.573
H -3.403 4.736 2.717
H -6.563 4.489 1.138
N 3.084 1.058 -3.977
C -2.769 4.465 1.873
O 1.057 -5.521 -1.331
N -3.526 -2.524 0.414
O 2.062 -1.221 0.000
H -0.671 -1.011 3.254
H -1.823 -3.449 0.128
C 0.422 -3.504 -0.806
H 1.840 4.338 -3.597
H 1.202 -4.231 -0.577
H -4.569 -0.063 0.132
H 4.756 0.262 -4.968
C -1.156 -0.071 -0.596
N 0.110 -2.780 0.460
O -3.550 -2.591 1.656
H -3.330 -3.711 -1.297
H -0.851 -0.916 -1.214
O 3.393 -4.160 3.770
H -3.245 -0.420 -1.047
H -2.582 -4.353 0.202
C -1.137 -3.232 0.947
H 1.232 4.002 -2.021
H 5.130 -0.283 -0.981
N 1.195 -1.499 2.527
H 4.731 3.952 -1.008
H 2.933 -2.340 3.544
H 3.991 -0.477 0.322
H -2.804 5.276 1.146
H 0.680 -2.726 -1.524
C 1.923 -4.015 1.972
H -2.416 1.699 -2.628
H 1.104 0.872 -3.298
C -2.971 2.050 2.237
H 0.580 -1.198 4.459
H -3.901 0.697 -2.717
N 2.589 1.463 3.074
H 2.027 -0.600 -3.762
H -0.393 -4.011 -1.322
H -2.884 0.363 0.437
P -4.157 3.143 -0.119
N 3.178 3.224 -2.367
H 0.776 1.580 0.621
N -3.174 3.165 1.273
H 3.993 -5.701 -2.168
H 3.233 -1.183 2.249
N 3.269 0.741 -1.357
N -0.400 -0.137 0.680
O 5.381 1.616 -2.751
H -0.802 0.716 -1.262
H 3.037 3.978 -0.390
H -2.233 -0.111 -0.437
H 3.302 -0.121 -5.633
H -1.593 -2.553 1.667

Atom charges from the Mulliken analysis, given in e for atoms 1 to 99: -0.9268 0.2938 0.3450 0.2243 0.2931 0.3702 0.1206 -0.2298 0.3710 1.0676 0.3650 0.2973 0.4249 -0.9515 -0.2078 0.3448 -0.9544 -1.1433 -0.9573 -1.2274 -0.9521 0.2877 0.1166 -0.3069 -0.9406 -0.3605 -0.4163 0.2595 -0.9121 -0.9195 0.9118 -0.8673 -1.0190 -0.0400 -0.7673 -0.6183 0.3621 -0.2727 0.4337 0.3828 -0.4183 0.3577 0.5205 0.2582 -1.1449 0.3678 0.1404 0.2233 0.3034 0.7296 -0.9719 0.2012 0.4178 0.4760 -0.4355 0.5596 -0.9488 0.2491 0.3959 0.3341 0.3632 0.3037 0.3898 -1.2008 -0.5871 0.8286 -2.1180 0.1627 0.4351 -1.2097 0.3002 -0.0623 0.4039 0.3370 -0.3464 2.2989 -0.6012 0.3297 0.3690 -0.6768 0.7306 0.4823 -1.9466 0.4137 0.4779 0.6903 0.2707 0.5662 0.1037 0.3223 0.5091 -0.4564 0.1734 -0.0371 -0.7313 0.3175 0.4254 0.6193 0.4629

---

3.
ORCA calculation (ωB97M-V/def2-TZVPD) on the molecule C24H26N2O4S in a non-equilibrium geometry.

## Properties
Energy above the lowest of the compared OMol25 structures with the same formula, charge and spin ... 16.6 kcal per mole
Lowest unoccupied orbital energy ... 0.423 eV
HOMO level ... -8.50 eV
E ... -47315.9067 eV
Total charge ... 0
M ... 438.5 g mol⁻¹
SMILES ... O=C(COc1ccc2ccccc2c1)Nc1ccc(S(=O)(=O)N2CCCCCC2)cc1

Atoms and positions in Å:
C 0.777 -3.848 -4.374
H -2.506 -2.025 -5.881
C 0.948 2.055 3.783
C -2.311 0.313 -1.394
C 1.757 4.841 6.094
C -1.564 -2.362 -1.207
C 3.179 4.013 7.847
H -1.162 -0.642 -4.305
C 0.976 3.311 4.329
H -2.601 1.348 -1.454
S -2.923 -3.106 -3.478
O -4.013 -2.517 -4.201
H 2.916 0.409 6.002
C -1.163 2.097 0.732
C -2.381 -1.930 -2.235
O -1.797 2.806 -0.014
C 2.474 5.062 7.237
H -1.243 3.118 2.606
H 1.374 -4.561 -3.802
H 1.615 0.023 3.939
C 3.154 2.759 7.302
H 2.054 -2.359 -3.516
O -3.114 -4.367 -2.821
C 0.776 -1.355 -4.903
H 1.126 -3.893 -5.408
C -0.699 -1.080 -5.190
H -1.310 -3.408 -1.141
H 3.695 1.947 7.767
C -0.684 -4.313 -4.306
C 2.374 1.219 5.535
N -0.982 0.760 0.610
H -0.471 -1.782 0.537
H 2.503 6.047 7.678
H -3.423 -0.310 -3.126
H -1.023 -2.829 -6.437
H 0.186 3.500 1.618
H 3.741 4.206 8.749
C -1.473 -0.109 -0.362
C -0.465 2.685 1.963
C 1.711 3.559 5.508
H -0.770 -0.352 -6.000
C -1.109 -1.454 -0.271
H -0.838 -5.110 -5.048
C 1.014 -2.433 -3.844
C -2.761 -0.605 -2.326
N -1.649 -3.267 -4.513
H 1.234 -0.422 -4.566
H 0.378 -2.246 -2.977
C -1.497 -2.325 -5.590
O 0.270 1.698 2.646
C 2.424 2.500 6.126
C 1.659 0.999 4.398
H 1.213 5.648 5.623
H 0.444 4.137 3.882
H -0.912 -4.733 -3.327
H 1.278 -1.650 -5.827
H -0.407 0.339 1.330

And the natural (NBO) charges, in e, turn out to be: -0.4168 0.2381 0.3783 -0.1966 -0.2087 -0.1759 -0.2193 0.2055 -0.3414 0.2529 2.3474 -0.9425 0.2141 0.6664 -0.3529 -0.5967 -0.2053 0.2076 0.2165 0.2204 -0.1770 0.2104 -0.9424 -0.3919 0.1961 -0.4101 0.2369 0.2111 -0.2108 -0.1485 -0.6026 0.2119 0.2153 0.2461 0.1973 0.2082 0.2152 0.1593 -0.1606 0.0525 0.2104 -0.2379 0.1924 -0.4091 -0.1951 -0.7077 0.2093 0.2056 -0.2291 -0.5353 -0.1043 -0.2742 0.2078 0.2184 0.2266 0.1912 0.4231

---

4.
ORCA calculation (ωB97M-V/def2-TZVPD) on a structure of composition C41H65BrN3OSbSi4TeV in a non-equilibrium geometry.

## Properties
Energy above the lowest of the compared OMol25 structures with the same formula, charge and spin ... 2.1 kcal per mole
Lowest unoccupied orbital energy (alpha / beta) ... -3.121 / -2.756 eV
HOMO level (alpha / beta) ... -9.40 / -9.57 eV
E ... -191160.5865 eV
Total charge ... +1
M ... 1108.5 g mol⁻¹
Spin multiplicity ... 3

Atoms and positions in Å:
C 3.655 -0.209 -0.356
C -0.988 1.811 5.595
C 4.765 -0.072 4.726
C -1.935 -4.316 1.777
C -6.058 0.799 2.770
H 4.810 0.786 5.396
C -0.614 -1.372 3.650
H 4.002 5.430 3.976
Br 0.904 2.275 -0.119
H -6.094 4.813 3.165
C -6.409 3.794 3.394
C -3.690 0.605 -3.686
H -4.948 2.183 0.010
H -3.346 4.002 6.467
C -5.558 2.880 0.587
Si -2.845 1.829 5.301
C -0.329 4.623 2.873
H 3.420 -2.835 -4.141
H 4.624 -1.448 -2.465
H 7.300 4.602 2.349
H -0.469 1.425 4.718
C 3.267 1.086 3.029
H -2.466 6.935 4.032
H -3.412 -1.527 -3.617
C 2.297 -0.187 4.986
H -0.720 1.196 6.456
C -0.931 -2.260 2.499
C -2.143 1.814 -2.302
Si -2.199 4.775 2.861
N -1.547 0.685 -1.889
H -1.504 3.092 -0.720
C -1.782 -3.869 0.474
Si -3.161 2.637 3.121
C -2.017 -0.470 -2.367
H 3.461 0.853 -0.479
C 4.171 2.142 3.071
H -4.655 0.192 5.736
H -3.426 -0.575 4.745
H 3.991 5.974 1.491
H 4.843 -0.968 5.341
Sb -1.166 -2.385 -1.938
C -3.580 0.116 5.574
H -3.823 5.877 4.411
H 0.191 -0.682 3.437
C -2.744 5.904 4.262
C -3.074 -0.561 -3.262
C -1.187 -2.643 0.221
H -3.508 2.617 7.543
H -3.663 2.737 -3.492
N -0.742 -1.844 1.225
C 3.556 -1.595 -2.397
H -4.518 0.578 -4.380
H 6.791 3.086 3.078
H 5.737 5.771 4.009
H -3.142 -0.326 6.471
C 0.901 -1.914 -2.084
Si -5.411 2.529 2.427
H -6.105 0.595 3.839
C -1.507 -3.494 2.787
H 5.719 6.279 1.589
H -0.686 3.378 -2.268
C 2.866 -1.003 -1.339
H 2.562 -1.563 2.546
H -7.467 3.709 3.142
H -6.312 3.649 4.470
H 4.720 -0.375 -0.502
C -2.755 5.543 1.238
H 0.042 4.335 3.857
H -0.363 -1.975 4.521
H -2.347 3.922 -2.034
H -3.841 5.574 1.161
C -3.692 2.973 6.528
N 1.534 -1.145 -1.178
C -1.640 3.129 -1.800
H -7.061 0.676 2.360
H -2.267 5.638 5.205
C 2.211 1.191 2.094
C 4.972 5.504 1.416
H 3.398 -0.492 0.662
H -5.410 0.049 2.313
H 0.956 -3.145 -3.836
V -0.036 -0.023 0.671
H -2.374 4.993 0.380
H 1.531 0.557 4.790
C 6.559 3.805 2.293
H 2.991 4.188 0.658
H 3.610 -2.273 3.777
C 2.190 2.315 1.280
H 2.677 0.000 5.990
C 3.091 3.358 1.340
H -0.618 2.820 5.776
H -4.771 2.974 6.373
H -2.389 6.570 1.172
H -1.505 -0.783 3.883
H -1.626 -3.775 3.824
H 4.978 2.084 3.783
H 0.138 5.572 2.601
C 1.529 -2.533 -3.153
H 5.106 5.135 0.398
C 4.993 4.991 3.851
H -2.125 -4.479 -0.351
H 5.629 -0.047 4.062
H 5.127 4.235 4.624
C 2.892 -2.363 -3.324
C 3.480 -1.416 3.115
H -0.005 3.867 2.162
H -2.392 -5.273 1.988
H -6.595 2.768 0.267
H 4.323 -1.402 2.423
C 4.111 3.285 2.271
C 3.443 -0.128 3.951
C -3.214 1.800 -3.195
H -5.237 3.890 0.339
C 5.148 4.390 2.447
O 1.253 0.244 1.941
H 6.670 3.304 1.331
H 1.826 -1.167 4.994
Te -2.245 1.002 1.397

Atom charges from the Mulliken analysis, given in e for atoms 1 to 99: -0.7694 -0.4496 -2.3271 -0.8693 -0.9778 0.5633 0.7489 0.3183 -0.2709 0.2765 -1.0143 -0.7312 0.1475 0.2709 -0.8240 0.6052 -0.4220 0.4264 0.4374 0.4754 -0.6095 -1.1889 0.3889 0.4062 -1.5081 0.5218 0.7935 0.7665 0.4035 0.3411 -0.4662 -0.7982 0.1000 0.0958 0.2307 -0.1926 0.3603 0.2749 0.3833 0.4560 1.0718 -1.2480 0.3240 -1.5580 -1.1985 -0.8166 -0.0746 0.3961 0.4475 0.8754 -0.8588 0.4426 0.2988 0.4572 0.4805 -0.0551 0.5280 0.2503 -0.8992 0.4454 0.3368 0.6673 0.1848 0.3979 0.2778 0.5359 -0.6283 0.2923 0.7679 0.5083 0.2308 -1.1468 0.4260 -0.7817 0.4238 0.2996 -0.2507 -2.1043 -0.2779 0.1944 0.4581 0.1860 -0.1283 0.1704 -1.5858 0.6064 0.5426 0.4600 0.4182 -0.4108 0.4982 0.2714 0.4090 -0.7305 0.5491 0.4615 0.5059 -0.9134 0.3757